Entry P
# C3H3BrO

The molecule C3H3BrO (ωB97M-V with the def2-TZVPD basis set, OMol25).

Structure (XYZ):
```
8
Properties=species:S:1:pos:R:3:lowdin_charge:R:1
Br -2.59 -0.16 0.02 0.5631
O -0.31 1.39 0.67 -0.0500
C 0.17 -0.82 0.18 -0.1749
C 0.78 -1.81 0.49 0.1515
C -0.60 0.35 -0.16 -0.7277
H 1.32 -2.67 0.74 0.0298
H -0.78 2.19 0.40 0.1066
H -0.52 0.58 -1.22 0.1016
```

Summary:
SMILES: C#C[C@H](O)Br
E_HOMO in hartree: -0.373
HOMO-LUMO gap in eV: 10.5859

=====

Entry Q
# C3H3BrO

The molecule C3H3BrO (ωB97M-V with the def2-TZVPD basis set, OMol25).

Structure (XYZ):
```
8
Properties=species:S:1:pos:R:3:lowdin_charge:R:1
Br 3.07 -0.21 0.00 0.7602
O 1.38 0.44 0.00 -0.6860
C 0.34 -0.52 0.00 -0.3624
C -1.89 0.91 0.00 0.1376
C -0.90 0.23 0.00 -0.1077
H 0.39 -1.16 -0.90 0.1176
H 0.39 -1.16 0.89 0.1175
H -2.78 1.46 0.00 0.0232
```

Summary:
SMILES: C#CCOBr
E_HOMO in hartree: -0.369
HOMO-LUMO gap in eV: 9.6701

=====

Entry R
# C3H3BrO

A cluster of 3 separate species, C3H3BrO in total (ωB97M-V with the def2-TZVPD basis set, OMol25).

Structure (XYZ):
```
8
Properties=species:S:1:pos:R:3:lowdin_charge:R:1
Br -2.62 -0.94 -2.10 0.3796
O 0.01 0.68 -2.03 -0.0709
C 2.56 0.92 0.69 -0.0351
C 2.00 1.19 1.74 -0.0094
C 0.89 -0.01 -2.26 -0.0098
H 1.33 1.46 2.52 0.0086
H 3.04 1.06 -0.31 0.0377
H -2.46 -0.72 -0.74 -0.3007
```

Summary:
E_HOMO in hartree: -0.395
HOMO-LUMO gap in eV: 11.5140

=====

Stability summary - winner: entry P; margin: 0.0242 hartree.

=====

Entry P
# C3H10O3

A cluster of 3 separate species, C3H10O3 in total (ωB97M-V with the def2-TZVPD basis set, OMol25).

Structure (XYZ):
```
16
Properties=species:S:1:pos:R:3:lowdin_charge:R:1
O -1.08 -0.51 3.61 -0.0632
O 1.28 1.00 -0.40 -0.1216
O 2.86 1.55 -2.60 -0.0439
C -1.87 -1.24 0.05 -0.1192
C -0.47 -0.75 -0.33 -0.2043
C -0.12 0.50 -0.60 -0.1646
H -2.51 -0.33 -0.32 0.0983
H -1.96 -2.27 -0.37 0.0689
H -1.94 -1.26 1.18 0.0626
H -0.38 0.20 3.64 0.0714
H 3.45 0.78 -2.60 0.0622
H 0.32 -1.44 0.13 0.1237
H -0.75 1.40 -1.10 0.1537
H -1.10 -0.66 4.54 0.0033
H 1.48 1.37 -1.29 0.0219
H 2.80 1.66 -3.55 0.0509
```

Summary:
SMILES: C/C=C/O.O.O
E_HOMO in hartree: -0.324
HOMO-LUMO gap in eV: 9.4384

=====

Entry Q
# C3H10O3

A cluster of 3 separate species, C3H10O3 in total (ωB97M-V with the def2-TZVPD basis set, OMol25).

Structure (XYZ):
```
16
Properties=species:S:1:pos:R:3:lowdin_charge:R:1
O 2.03 -0.47 -1.35 -0.0372
O -0.90 -0.81 -1.31 0.0007
O 1.99 0.16 1.48 -0.0563
C -0.92 1.27 -0.06 -0.0275
C -1.88 -0.93 0.77 0.0491
C -1.27 -0.18 -0.14 -0.4598
H -1.73 1.82 0.41 0.0875
H -0.09 1.39 0.63 0.0724
H -1.73 -2.00 0.71 0.0649
H 2.42 0.23 -0.84 0.0386
H -0.67 1.69 -1.04 0.0823
H -0.34 -0.23 -1.84 0.0726
H 1.17 -0.84 -1.53 0.0188
H -2.55 -0.46 1.47 0.0610
H 1.93 -0.26 0.61 -0.0119
H 2.53 -0.39 2.05 0.0450
```

Summary:
SMILES: C=C(C)O.O.O
E_HOMO in hartree: -0.322
HOMO-LUMO gap in eV: 9.3828

=====

Stability summary - winner: entry Q; margin: 0.0136 hartree.

=====

Entry P
# C5H14N2

The molecule C5H14N2 (ωB97M-V with the def2-TZVPD basis set, OMol25).

Structure (XYZ):
```
21
Properties=species:S:1:pos:R:3:lowdin_charge:R:1
N 2.65 -1.61 0.67 -0.0409
N -1.76 2.62 -1.04 -0.0306
C -1.45 1.35 -1.57 -0.3450
C 0.22 -1.26 0.83 -0.2532
C 0.09 0.06 0.07 -0.2118
C 1.56 -1.34 1.59 -0.3597
C -1.25 0.02 -0.83 -0.2141
H 0.02 0.97 0.68 0.1055
H -0.37 1.38 -2.00 0.1275
H -1.02 3.17 -0.63 0.0558
H -1.34 -0.73 -1.60 0.0989
H 0.92 0.43 -0.56 0.0955
H -2.60 2.75 -0.46 0.0821
H 0.14 -2.24 0.27 0.1203
H -2.24 1.27 -2.44 0.1318
H 3.53 -1.89 1.24 0.1051
H -0.74 -1.34 1.54 0.1431
H -2.09 -0.31 -0.27 0.0799
H 1.61 -0.31 2.10 0.1119
H 1.45 -2.17 2.42 0.1309
H 2.66 -0.82 0.00 0.0670
```

Summary:
SMILES: NCCCCCN
E_HOMO in hartree: -0.325
HOMO-LUMO gap in eV: 9.9039

=====

Entry Q
# C5H14N2

The molecule C5H14N2 (ωB97M-V with the def2-TZVPD basis set, OMol25).

Structure (XYZ):
```
21
Properties=species:S:1:pos:R:3:lowdin_charge:R:1
N 0.04 -1.25 0.35 -0.0679
N 2.32 -1.82 -0.39 0.0052
C -1.41 1.13 1.33 -0.0864
C -0.88 2.25 -0.89 -0.0811
C 0.16 0.04 -0.32 -0.2337
C -1.06 0.93 -0.13 -0.4337
C 0.97 -2.26 -0.12 -0.3364
H 0.18 -1.14 1.35 0.0901
H 0.93 -3.13 0.55 0.1086
H -0.71 2.00 -1.93 0.0669
H -1.28 0.20 1.90 0.0588
H -2.45 1.36 1.57 0.0764
H -0.83 1.90 1.85 0.0775
H 0.60 -2.68 -1.05 0.1074
H 0.30 -0.18 -1.37 0.1165
H 0.01 2.77 -0.52 0.0799
H 1.04 0.59 0.05 0.1201
H 2.75 -2.15 -1.23 0.0573
H -1.77 2.86 -0.81 0.0758
H -1.92 0.42 -0.57 0.1302
H 2.99 -1.84 0.38 0.0684
```

Summary:
SMILES: CC(C)CNCN
E_HOMO in hartree: -0.326
HOMO-LUMO gap in eV: 9.9447

=====

Entry R
# C5H14N2

The molecule C5H14N2 (ωB97M-V with the def2-TZVPD basis set, OMol25).

Structure (XYZ):
```
21
Properties=species:S:1:pos:R:3:lowdin_charge:R:1
N 0.03 -1.24 -1.88 0.0144
N -0.75 -0.85 0.38 -0.0339
C -0.58 0.61 0.26 -0.4124
C -1.60 1.22 1.22 -0.0814
C 1.96 0.97 -0.15 -0.1179
C 0.02 -1.67 -0.49 -0.3280
C 0.82 0.98 0.85 -0.2286
H -0.67 1.12 -0.70 0.1288
H -2.60 0.80 1.05 0.0727
H 0.99 0.39 1.76 0.1125
H 2.24 0.11 -0.76 0.0497
H -0.24 -2.73 -0.40 0.1084
H 1.07 -1.69 -0.16 0.1004
H -0.87 -1.43 -2.30 0.0659
H 0.72 1.99 1.25 0.1022
H -1.74 -0.99 0.26 0.0961
H -1.69 2.30 1.30 0.0730
H -1.32 0.87 2.21 0.0730
H 0.84 -1.52 -2.41 0.0624
H 2.87 1.21 0.41 0.0692
H 1.77 1.76 -0.89 0.0736
```

Summary:
SMILES: CC[C@H](C)NCN
E_HOMO in hartree: -0.331
HOMO-LUMO gap in eV: 10.1307

=====

Stability summary - winner: entry Q; margin: 0.0099 hartree.

=====

Entry P
# C5H14N2

A cluster of 2 separate species, C5H14N2 in total (ωB97M-V with the def2-TZVPD basis set, OMol25).

Structure (XYZ):
```
21
Properties=species:S:1:pos:R:3:lowdin_charge:R:1
N 1.32 -0.04 0.46 -0.1624
N 1.84 -1.12 -0.22 -0.0163
C -1.38 0.78 1.24 -0.0749
C -1.00 -1.59 0.36 -0.0746
C -1.02 0.37 -1.30 -0.0654
C 1.79 1.22 -0.01 -0.1557
C -0.90 -0.11 0.15 -0.3368
H -1.01 -0.42 -2.09 0.0889
H -2.40 0.68 1.32 0.0570
H 1.39 2.11 0.59 0.0969
H 2.30 -1.02 -1.10 0.0690
H -1.97 -1.88 0.47 0.0628
H -0.20 0.98 -1.48 -0.0166
H 2.83 1.17 -0.06 0.0507
H -1.92 1.11 -1.53 0.1265
H -0.81 0.62 2.22 0.1148
H -0.44 -1.95 1.15 0.0560
H -0.66 -2.02 -0.47 0.0255
H -1.03 1.73 1.09 0.0378
H 2.06 -1.95 0.22 0.0531
H 1.21 1.33 -1.01 0.0637
```

Summary:
E_HOMO (spin up / spin down) in hartree: -0.251 / -0.245
HOMO-LUMO gap (spin up / spin down) in eV: 7.8278 / 7.6769

=====

Entry Q
# C5H14N2

A structure of composition C5H14N2 (ωB97M-V with the def2-TZVPD basis set, OMol25).

Structure (XYZ):
```
21
Properties=species:S:1:pos:R:3:lowdin_charge:R:1
N 1.72 0.82 1.70 0.0501
N 2.18 -0.28 -0.33 0.0046
C 1.61 0.80 0.28 -0.3996
C -0.15 -1.49 -0.63 -0.0853
C -1.38 0.56 -1.42 -0.0723
C -0.77 -0.25 -0.29 -0.5307
C -1.55 -0.18 1.02 -0.0801
H 2.45 -0.06 -1.28 0.0815
H 0.95 1.27 2.17 0.0730
H 0.25 0.52 0.01 0.0833
H 1.69 1.77 -0.19 0.1271
H -2.53 -0.65 0.90 0.0823
H 1.91 -0.10 2.08 0.0814
H -1.71 0.86 1.33 0.0756
H -0.15 -1.80 -1.67 0.0670
H 1.31 -1.07 -0.45 0.0608
H -1.55 1.60 -1.13 0.0767
H -0.73 0.56 -2.30 0.0789
H -0.20 -2.31 0.09 0.0689
H -2.34 0.13 -1.72 0.0828
H -1.03 -0.70 1.82 0.0740
```

Summary:
E_HOMO in hartree: -0.283
HOMO-LUMO gap in eV: 8.5672

=====

Stability summary - winner: entry Q; margin: 0.0797 hartree.